1.
C2H3FO2 | ωB97M-V/def2-TZVPD

As for the HOMO energy: -10.60 eV. As for the energy above the lowest of the compared OMol25 structures with the same formula, charge and spin: 547.3 kJ/mol.

CARTESIAN COORDINATES (ANGSTROEM)
1 C -1.118 -0.294 -0.060
2 C 0.096 0.423 0.307
3 O -1.398 -0.826 -1.093
4 O 1.281 -0.707 -0.394
5 F 2.466 0.013 -0.625
6 H -1.960 -0.375 0.627
7 H 0.278 0.382 1.419
8 H 0.355 1.384 -0.181

***

2.
C2H3FO2Pb | ωB97M-V/def2-TZVPD

As for the HOMO energy: -19.44 eV. Its net charge is +2.

CARTESIAN COORDINATES (ANGSTROEM)
1 C 0.609 -0.142 -0.083
2 O -0.546 -0.712 0.326
3 C -1.738 -0.074 -0.035
4 O -2.690 -0.670 -0.285
5 F -1.619 1.236 -0.019
6 H 1.078 -0.676 -0.930
7 H 1.322 -0.251 0.818
8 H 0.531 0.918 -0.366
9 Pb 3.053 0.369 0.573

***

3.
C2H3FO2S | ωB97M-V/def2-TZVPD

As for the HOMO energy: -9.19 eV. The SMILES is C=C=O.OSF. As for the energy above the lowest of the compared OMol25 structures with the same formula, charge and spin: 209.3 kJ/mol.

CARTESIAN COORDINATES (ANGSTROEM)
1 C -1.731 2.180 1.129
2 C -2.441 1.808 0.138
3 O -3.109 1.406 -0.720
4 H -1.193 3.063 1.214
5 H -2.012 1.567 2.044
6 O 4.007 0.584 -1.438
7 S 2.792 0.379 -0.377
8 F 3.314 0.639 1.137
9 H 4.310 -0.237 -1.777

***

4.
C2H3FO2S | ωB97M-V/def2-TZVPD

As for the HOMO energy: -10.27 eV. As for the energy above the lowest of the compared OMol25 structures with the same formula, charge and spin: 189.3 kJ/mol.

CARTESIAN COORDINATES (ANGSTROEM)
1 C -0.442 0.002 0.108
2 C 0.296 -0.808 -0.645
3 O 1.951 -1.258 1.534
4 O 0.034 -2.105 2.715
5 F -0.207 -1.897 -1.163
6 S 0.730 -1.958 1.411
7 H -0.141 0.924 0.674
8 H -1.513 -0.255 0.284
9 H 1.269 -0.498 -0.978

***

5.
C2H3FO3 | ωB97M-V/def2-TZVPD

As for the multiplicity: 3. As for the HOMO energy (spin up / spin down): -6.02 / -11.34 eV. The expectation value of S² is 2.0090. As for the energy above the lowest of the compared OMol25 structures with the same formula, charge and spin: 130.7 kJ/mol.

CARTESIAN COORDINATES (ANGSTROEM)
1 C -0.050 0.649 -0.320
2 C 1.333 0.681 0.663
3 O -1.142 0.248 -0.006
4 O -0.741 0.878 -2.398
5 O 0.316 0.885 -1.496
6 F 0.901 0.131 1.837
7 H 1.658 1.791 0.906
8 H 2.124 -0.002 0.346
9 H -1.449 0.517 -1.850

***

6.
C2H3FS2 | ωB97M-V/def2-TZVPD

As for the HOMO energy: -9.31 eV. The SMILES is F/C=C/SS. As for the energy above the lowest of the compared OMol25 structures with the same formula, charge and spin: 121.3 kJ/mol.

CARTESIAN COORDINATES (ANGSTROEM)
1 F -0.181 -0.506 2.639
2 C 0.323 0.074 1.548
3 C 0.174 -0.469 0.379
4 S 0.866 0.536 -1.309
5 S -0.585 -0.026 -2.724
6 H 0.875 1.001 1.753
7 H -0.173 -1.534 0.025
8 H -1.300 0.923 -2.311

***

In the order shown, the computed largest force on an atom values come out to 4.61 2.62 3.53 5.46 16.15 5.14 eV/Å.
In the order shown, the computed total energy values come out to -328.1466 -520.3553 -726.4524 -726.4600 -403.2720 -974.1730 Ha.